The following is a DFT calculation (ωB97M-V/def2-TZVPD) of a 5-piece molecular cluster, C24H51FN3O13S4 overall.

**Kohn-Sham gap**: 9.8 eV
**Strongest force on any atom**: 0.0103 hartree/bohr
**E_tot**: -102852.737 eV
**Energy above the lowest of the compared OMol25 structures with the same formula, charge and spin**: 0.0 kcal per mole
**Charge**: +1

```
96
Properties=species:S:1:pos:R:3:forces:R:3:lowdin_charge:R:1
C 4.84893 3.70681 2.81909 -0.1729 -0.1586 0.2638 -0.093
C 5.36631 2.27129 2.97798 0.2529 0.3652 -0.0905 -0.237
C 5.31792 1.46837 1.67269 0.1522 -0.2434 -0.0460 -0.153
C 4.15891 0.46286 1.61770 -0.3870 0.0645 0.3070 -0.267
C 2.79449 1.03915 2.02637 0.1651 0.0466 0.1018 -0.026
C 3.97987 -0.17447 0.27934 0.3923 -0.0800 -0.2505 -0.059
C 4.13418 0.31364 -0.97863 0.1249 0.2229 0.4299 -0.198
O 4.52528 1.56720 -1.37800 -0.1385 -0.1618 -0.2880 0.108
C 5.72912 1.59786 -1.89955 -0.0847 0.0905 0.2548 -0.291
N 6.79478 1.64345 -2.32128 0.1413 -0.0005 -0.1792 0.217
N 3.79945 -0.65812 -1.88056 -0.1028 -0.3745 -0.3192 0.211
C 3.44604 -1.74777 -1.20213 -0.0678 -0.0294 0.2728 0.009
N 3.54043 -1.48101 0.09103 -0.1502 0.2297 0.0545 0.033
C 3.23827 -2.42524 1.17886 0.2270 -0.2811 0.1370 -0.086
C 4.50864 -3.11775 1.70484 -0.0972 0.2850 -0.1383 -0.128
C 4.35318 -4.62524 1.79110 0.2746 -0.0501 0.0576 -0.197
F 5.61969 -5.19051 1.82476 -0.0616 0.0345 0.0317 -0.042
H 5.64420 4.36962 2.48465 -0.0390 0.0180 -0.2019 0.078
H 4.48676 4.10174 3.76804 0.0315 0.0162 0.0312 0.075
H 4.01862 3.75182 2.11363 -0.0035 0.0696 -0.0431 0.064
H 4.83542 1.76460 3.78345 -0.0458 -0.1421 -0.0450 0.103
H 6.40583 2.32979 3.29874 0.0066 -0.0750 0.0986 0.109
H 5.27084 2.15032 0.82543 -0.0727 0.1580 0.0371 0.105
H 6.25216 0.91410 1.55751 -0.0264 -0.0797 -0.0795 0.125
H 4.39454 -0.32694 2.33620 0.0578 -0.0860 -0.0666 0.139
H 2.82836 1.40840 3.04828 -0.0169 0.1257 0.0015 0.095
H 2.03310 0.26353 2.00358 -0.0356 0.0267 -0.1692 0.049
H 2.47952 1.84830 1.36984 -0.0429 0.0184 -0.0108 0.089
H 3.81428 -0.59154 -2.88878 0.0582 0.0903 0.0155 0.189
H 3.13101 -2.69091 -1.61299 -0.0203 0.0285 -0.1133 0.176
H 2.74002 -1.86146 1.95984 -0.1650 -0.0328 -0.0389 0.120
H 2.52457 -3.15135 0.79399 -0.1180 0.0980 -0.0487 0.126
H 5.33670 -2.92032 1.02197 0.0297 -0.0268 -0.0312 0.127
H 4.78158 -2.68891 2.66750 0.1033 -0.1234 0.0597 0.119
H 3.84698 -5.01069 0.90346 -0.0583 -0.0608 0.0284 0.121
H 3.83292 -4.94736 2.69205 -0.1514 0.0136 -0.0483 0.132
O -0.01319 2.50057 2.07065 0.0880 -0.0094 0.0104 -0.303
S -1.08548 3.40693 2.38895 -0.1776 0.1336 -0.1610 0.568
O -1.97700 3.06561 3.45190 0.1000 -0.1187 0.0942 -0.260
O -1.90878 3.69695 1.07165 0.0972 0.0016 -0.0319 -0.251
C -2.40972 2.56069 0.31864 -0.2873 -0.3578 -0.2659 -0.234
C -3.62974 1.92146 0.94395 0.0133 -0.0047 0.2196 -0.055
C -0.45173 5.02542 2.63936 0.0282 0.0236 -0.0229 -0.111
H -1.61319 1.82693 0.18165 0.1380 0.1294 0.1039 0.098
H -2.65354 2.96037 -0.66308 0.0738 0.1868 0.0569 0.127
H -3.38677 1.43347 1.88771 0.0038 -0.0073 -0.0117 0.068
H -4.02918 1.16903 0.26202 0.0122 0.0183 -0.0400 0.069
H -4.39921 2.66596 1.14700 0.0003 0.0178 -0.0701 0.091
H 0.20168 5.28083 1.80994 -0.0108 -0.0001 -0.0096 0.076
H 0.10204 5.00521 3.57558 -0.0153 -0.0275 0.0099 0.081
H -1.28808 5.71558 2.70895 -0.0099 -0.0089 0.0124 0.082
O -0.09202 -2.76336 1.70997 0.1293 -0.0825 -0.0085 -0.305
S -0.88180 -2.09088 2.71178 -0.3262 0.2065 -0.0699 0.565
O -0.75848 -2.50284 4.07431 0.1401 -0.0969 -0.0258 -0.261
O -2.39540 -2.08328 2.27276 0.1453 0.0299 -0.0434 -0.258
C -3.04630 -3.33196 1.91962 -0.3012 -0.3999 -0.0818 -0.229
C -3.42055 -4.15067 3.13547 0.1479 0.0813 0.1141 -0.064
C -0.61418 -0.36403 2.57980 -0.0624 0.0257 0.0574 -0.136
H -2.41108 -3.89567 1.23560 0.1293 0.1156 0.0223 0.116
H -3.93246 -3.02346 1.36901 0.0386 0.1063 -0.0019 0.114
H -2.53924 -4.53010 3.65112 0.0026 -0.0092 -0.0179 0.074
H -4.03095 -4.99852 2.82533 -0.0247 0.0203 -0.0280 0.086
H -3.98655 -3.54700 3.84426 -0.0584 -0.0174 -0.0321 0.088
H -0.72859 -0.06602 1.54200 -0.0056 0.0007 0.0025 0.069
H 0.39910 -0.17886 2.91951 -0.0481 0.0298 0.0985 0.048
H -1.31493 0.16756 3.21860 -0.0071 -0.0202 0.0125 0.080
O -5.05457 -0.85856 -1.18397 0.1514 -0.1086 0.0655 -0.294
S -6.27576 -1.60972 -1.11287 -0.2936 0.1998 -0.0839 0.558
O -6.25416 -2.93999 -0.58596 0.1877 -0.0052 0.0571 -0.277
O -6.95908 -1.60592 -2.54082 -0.0146 -0.0312 0.0769 -0.259
C -6.16035 -2.02329 -3.67556 0.1827 -0.0862 -0.2940 -0.243
C -6.00866 -3.52687 -3.75789 -0.0190 -0.0226 0.1679 -0.070
C -7.50054 -0.66987 -0.27348 -0.0278 0.0226 0.0099 -0.115
H -5.19478 -1.51749 -3.63375 -0.0182 0.0211 0.0954 0.111
H -6.69991 -1.63929 -4.53824 -0.0874 0.0374 0.0721 0.123
H -5.40646 -3.91346 -2.93702 0.0097 0.0134 -0.0061 0.071
H -5.52348 -3.79181 -4.69759 -0.0191 0.0238 -0.0248 0.082
H -6.98279 -4.01269 -3.71492 -0.0050 0.0047 -0.0574 0.088
H -7.52848 0.32912 -0.69913 0.0018 -0.0042 -0.0111 0.077
H -7.20737 -0.63441 0.77364 0.0181 -0.0177 -0.0028 0.079
H -8.45813 -1.17166 -0.38208 0.0040 -0.0150 0.0084 0.079
O 0.08474 3.03967 -6.19109 -0.0211 0.0585 0.0193 -0.262
S -0.61688 1.96795 -5.55762 0.0200 -0.0596 -0.0013 0.576
O -1.71639 2.25068 -4.68968 -0.0276 0.0228 -0.0178 -0.270
O 0.45208 1.07919 -4.75934 0.0626 -0.1292 -0.0395 -0.264
C 1.33868 1.79151 -3.88120 0.1776 0.2225 0.4203 -0.262
C 0.66414 2.18601 -2.58099 -0.1258 0.0609 -0.0233 -0.069
C -1.09093 0.75902 -6.73913 0.0288 -0.0483 -0.0252 -0.116
H 1.76149 2.65418 -4.39742 -0.0944 -0.0039 -0.0801 0.120
H 2.16123 1.10602 -3.67002 -0.0698 -0.1494 -0.2088 0.094
H -0.09925 2.94232 -2.75344 0.0037 0.0152 0.0206 0.076
H 1.39756 2.59439 -1.88256 0.0360 -0.0144 -0.0322 0.077
H 0.17754 1.32299 -2.12378 0.0409 -0.0195 0.0083 0.083
H -0.23374 0.52193 -7.36270 0.0013 0.0119 -0.0037 0.078
H -1.88610 1.20382 -7.33351 0.0010 0.0250 0.0117 0.082
H -1.45590 -0.11915 -6.21354 -0.0160 0.0129 0.0124 0.076
```
Positions in Å, forces in eV/Å.